1.
Computed, not measured: a molecular structure, C22H29Cl2KN3O4S2 in a non-equilibrium geometry, with the ωB97M-V functional and the def2-TZVPD basis.

energy relative to the best compared isomer or geometry (same formula, charge and spin)	0.0	kJ/mol
strongest force on any atom	7.1	eV Å⁻¹
E_HOMO	-11.03	eV
charge	+1

Structure (XYZ):
```
63
C22H29Cl2KN3O4S2 | the OMol25 dataset | the ωB97M-V functional and the def2-TZVPD basis
K -3.9118 4.3702 0.3759
Cl -0.4975 -2.5451 4.8134
Cl -2.6575 -2.5995 2.3822
S 0.1206 -0.1635 -4.1589
S 1.6873 -2.7043 -4.2983
O 5.1984 3.3161 0.6103
O -0.6080 0.7728 1.9780
O 3.1809 4.0739 0.1388
O 2.5173 0.8584 0.2441
N -0.6324 -2.5203 -3.0844
N -5.3456 1.8704 1.0213
N -2.5855 -3.3688 -2.4913
C 0.3122 1.1373 0.9366
C -0.4834 -3.0083 -1.8172
C 4.0738 3.3240 -0.1105
C -2.9082 0.4679 1.4179
C -4.0400 -0.1686 0.9123
C -1.6528 -1.1962 2.8226
C 0.7177 0.5329 -2.5775
C -3.0731 1.8150 1.7161
C 4.5818 0.9621 -0.9419
C -0.2633 -1.6934 3.2523
C -5.1978 0.5746 0.7532
C 0.3709 -2.6719 2.2712
C -0.3448 0.3547 -1.4882
C 0.3978 -1.8881 -3.8355
C -1.5620 -0.2103 1.6293
C -1.6982 -3.5193 -1.4631
C 4.0283 2.3616 -1.2401
C 1.4669 0.1559 0.8521
C -0.3499 1.4556 -0.4107
C -4.2640 2.4703 1.5262
C -1.9311 -2.7666 -3.4440
C 3.5535 0.0495 -0.2704
H 0.1271 -3.6890 2.5382
H 1.4517 -2.5813 2.2608
H 1.2320 -0.7759 0.3384
H 0.0066 -2.5262 1.2574
H 3.0250 2.3553 -1.6331
H 3.1825 -0.7155 -0.9548
H -2.1035 -0.6930 3.6687
H -1.9441 -3.9801 -0.5278
H 0.8791 1.5774 -2.8080
H -1.3725 1.7925 -0.2843
H -2.2336 2.3620 2.1197
H 4.9016 0.5421 -1.8874
H 5.4569 1.0710 -0.3162
H 1.7314 -0.0998 1.8804
H 4.9675 3.7508 1.4421
H 1.6430 0.0254 -2.3399
H 4.0413 -0.4836 0.5470
H -6.0669 0.0730 0.3552
H -0.2954 -0.6478 -1.0800
H 4.6497 2.7843 -2.0305
H 0.3735 -0.8408 3.4221
H 0.4013 -3.0061 -1.2113
H -2.3305 -2.4926 -4.4006
H -1.2772 -0.7891 0.7547
H 0.1952 2.3035 -0.8165
H -4.3070 3.5227 1.7657
H -1.2946 0.4137 -2.0092
H -4.0209 -1.2069 0.6495
H 0.7800 2.0552 1.2780
```

Atom charges from the Mulliken analysis, given in e for atoms 1 to 2:
1 K 0.98
2 Cl -0.17

2.
Computed, not measured: a molecular structure, C43H67N2NiOP2Si, with the ωB97M-V functional and the def2-TZVPD basis.

strongest force on any atom	0.6	eV Å⁻¹
E_HOMO (spin up / spin down)	-9.92 / -8.94	eV
charge	+1

Structure (XYZ):
```
117
C43H67N2NiOP2Si | the OMol25 dataset | the ωB97M-V functional and the def2-TZVPD basis
Ni -0.5232 0.6135 0.1108
P -2.1645 -0.7827 0.4708
P 1.5168 -0.5363 -0.2619
Si -0.2511 0.6184 2.4144
O -1.1693 2.4468 -0.6128
N -0.1768 3.2639 -2.4849
N -0.6708 4.6438 -0.6626
C 3.2238 -0.7151 -4.1753
C 4.1516 -0.5837 0.8155
C 0.7769 5.4987 -2.4276
C 2.8902 -1.4225 0.6170
C -0.2964 -1.8700 3.8898
C -0.2325 5.8461 -1.3544
C 2.7404 3.3999 0.1653
C 0.2148 4.4020 -3.3039
C -1.2604 4.8415 0.6467
C -1.5035 -3.4862 -2.6125
C 3.8230 -2.1200 -4.0059
C -2.5569 -1.9264 -0.9076
C 1.7417 1.1932 0.2726
C -0.4001 2.0165 -3.1839
C 2.0290 -2.3493 -2.2688
C 4.8265 -2.0415 2.7485
C 2.9601 -0.0523 -2.8250
C -1.5967 -1.7979 1.8720
C 1.8539 -0.8109 -2.0727
C -1.4955 -3.0143 -1.1513
C -2.9223 -3.4746 -3.1642
C -4.8549 0.5256 3.5373
C -3.8737 1.3372 1.3691
C 2.4341 -2.0289 1.9440
C -3.4197 -2.0243 -3.2666
C -0.6789 -1.1860 2.7327
C -0.6920 3.4166 -1.2354
C -0.7522 -3.1528 4.1458
C -2.7664 -1.1319 -2.2040
C 2.2209 3.6974 1.4290
C -4.6998 -0.9168 3.0781
C 3.4615 -2.7132 -2.6453
C -0.4945 1.4566 4.0783
C -3.7815 1.3867 2.8872
C -3.8428 -0.0853 0.8021
C 1.4566 2.7735 2.0893
C 5.2671 -1.4303 1.4231
C 2.5069 2.1724 -0.3980
C -4.7963 -1.0289 1.5588
C 1.1818 1.4846 1.5482
C 3.5485 -2.8549 2.5791
C -2.0610 -3.0846 2.1343
C -1.6302 -3.7654 3.2604
H -0.4518 1.1936 -2.4728
H 1.3606 -2.6875 -3.0613
H -3.5701 -4.0518 -2.4978
H 0.2074 6.5131 -0.6100
H -1.1766 0.8697 4.6905
H -4.2091 -0.0048 -0.2285
H 2.6471 0.9779 -2.9926
H 1.0037 6.3798 -3.0278
H -4.8299 1.7814 1.0705
H 2.1497 -1.2188 2.6255
H -1.5537 3.8834 1.0652
H 0.4653 1.5099 4.5981
H 4.4787 -0.1249 -0.1207
H -1.6947 -3.8680 -0.5023
H -5.8448 0.9032 3.2587
H 1.7049 5.1565 -1.9656
H 3.4507 -2.7756 -4.7959
H 0.3835 -1.4063 4.5949
H 3.1340 -2.2567 -0.0479
H 0.9627 4.0519 -4.0178
H 4.9080 -2.0888 -4.1198
H -1.0498 -4.4765 -2.6806
H -3.5146 -2.3952 -0.6491
H -2.8064 1.0153 3.2151
H -4.5059 -1.9905 -3.1613
H -0.4274 -3.6751 5.0358
H 1.5388 -2.6380 1.7955
H -5.8196 -0.7745 1.2625
H -0.5327 5.3159 1.3088
H -1.7865 -0.7801 -2.5431
H -4.7917 0.5869 4.6252
H -3.3655 -0.2328 -2.0470
H -5.4627 -1.5530 3.5314
H 2.4338 4.6531 1.8907
H 4.1488 -2.3440 -1.8786
H 3.7528 -3.7234 1.9424
H 3.5829 -3.7974 -2.6618
H -1.0966 6.3690 -1.7833
H 0.9106 -0.5335 -2.5539
H -2.7789 -3.5565 1.4753
H 4.6500 -1.2360 3.4708
H -3.8462 2.4236 3.2246
H 3.3559 4.1263 -0.3504
H 1.7192 -2.9041 -1.3791
H -1.3318 2.0305 -3.7588
H -1.9939 -4.7642 3.4602
H -0.8884 -2.8256 -3.2292
H -0.5049 -2.6451 -0.8723
H 0.4296 1.8423 -3.8708
H 3.2128 -3.2509 3.5403
H -3.1950 -1.6215 -4.2570
H 2.2764 -0.7735 -4.7213
H -3.7349 -1.2949 3.4280
H 2.9551 1.9452 -1.3484
H 3.9189 0.2433 1.4969
H 1.0655 3.0365 3.0587
H 6.1636 -0.8222 1.5562
H -2.9750 -3.9635 -4.1370
H 5.5361 -2.2315 0.7251
H 3.8812 -0.0882 -4.7791
H 3.8863 -0.0129 -2.2458
H -4.6493 -2.0662 1.2473
H -2.1383 5.4897 0.5766
H -0.6425 4.7666 -3.8831
H -0.8961 2.4670 4.0209
H 5.6201 -2.6631 3.1663
H -3.0914 1.9372 0.8986
```

Atom charges from the Mulliken analysis, given in e for atoms 1 to 2:
1 Ni -0.74
2 P 0.54

3.
Computed, not measured: a molecular structure, C14H14F3N2OPtS in a non-equilibrium geometry, with the ωB97M-V functional and the def2-TZVPD basis.

spin multiplicity	3
strongest force on any atom	3.0	eV Å⁻¹
E_HOMO (spin up / spin down)	-10.00 / -12.52	eV
charge	+1

Structure (XYZ):
```
36
C14H14F3N2OPtS | the OMol25 dataset | the ωB97M-V functional and the def2-TZVPD basis
Pt 0.2679 0.0280 -0.1356
S 1.6227 -1.5646 -1.1908
F 2.7511 -4.7067 -0.2645
F 4.3807 -3.2553 -0.5467
F 4.3108 -4.5488 1.2150
O -0.9766 0.8863 1.6754
N -0.3883 1.1484 -1.6774
N 1.0856 -1.1102 1.2828
C -0.1223 2.9811 -3.1769
C 3.1065 -2.6053 2.5500
C 0.3721 1.8404 -2.4990
C -1.4607 3.3039 -3.0712
C 2.3027 -1.6727 3.2390
C -2.1927 1.5979 1.2135
C -2.6030 0.2657 -1.0684
C -3.0962 0.8247 0.3011
C -2.3073 2.4877 -2.2815
C 1.9081 -1.8999 0.5273
C -1.7703 1.3027 -1.7198
C 2.8307 -2.7701 1.1770
C 3.5645 -3.8357 0.3955
C 1.3221 -0.9106 2.5774
H -2.7429 1.9129 2.1117
H 2.4864 -1.4896 4.3327
H 3.9223 -3.1646 3.0441
H 0.5757 3.6085 -3.6929
H 1.3936 1.4617 -2.6286
H -1.9467 -0.6646 -1.0030
H -3.5636 -0.0574 0.8216
H -1.8448 4.2006 -3.5451
H -3.9760 1.4714 0.0664
H 0.6632 -0.2168 3.1073
H -3.3681 2.6371 -2.1572
H -1.7562 2.4991 0.8401
H -3.4361 -0.0033 -1.7185
H -1.3151 0.0179 1.8991
```

Atom charges from the Mulliken analysis, given in e for atoms 1 to 2:
1 Pt 0.44
2 S -0.28

4.
Computed, not measured: 2 unconnected molecules or ions with the total composition C2H11N4 in a non-equilibrium geometry, with the ωB97M-V functional and the def2-TZVPD basis.

spin multiplicity	3
energy relative to the best compared isomer or geometry (same formula, charge and spin)	0.0	kJ/mol
strongest force on any atom	4.1	eV Å⁻¹
E_HOMO (spin up / spin down)	-12.79 / -14.22	eV
charge	+1

Structure (XYZ):
```
17
C2H11N4 | the OMol25 dataset | the ωB97M-V functional and the def2-TZVPD basis
N 0.2871 -0.9333 -1.0026
N 0.6665 -0.0992 -0.1658
N -2.6226 -1.7957 -0.4208
N 1.7458 2.0837 0.1228
C 1.8379 0.6769 -0.3672
C -0.1776 0.2802 0.9991
H -2.8478 -2.1236 -1.3412
H 0.4667 0.1276 2.0194
H 2.1869 0.6091 -1.3585
H -1.0466 -0.3786 0.9572
H 2.5112 0.1364 0.2840
H -3.1811 -1.0423 -0.1716
H -0.3100 1.4010 0.8748
H -3.0744 -2.6132 0.1406
H 2.2199 2.2271 0.9967
H -0.7004 -1.3083 -0.8922
H 2.0387 2.7521 -0.6746
```

Atom charges from the Mulliken analysis, given in e for atoms 1 to 2:
1 N -0.51
2 N 0.65